DFT (ωB97M-V with the def2-TZVPD basis set) results for C44H24BN10O2Ru as an isolated structure.

Structure (XYZ):
```
82
Properties=species:S:1:pos:R:3:mulliken_spin:R:1
Ru 0.3184 0.9995 -0.4154 1.7991
C 2.8609 1.8529 5.5712 0.0126
C 2.0554 2.9908 5.5888 0.0114
C 1.3075 3.3627 4.4769 0.0266
C 1.3942 2.5544 3.3605 0.0229
C 0.7570 2.6599 2.0431 0.0906
N -0.0288 3.6242 1.6964 -0.0078
C -0.6219 3.7002 0.4875 0.2823
C -1.3535 4.8345 0.0151 0.0391
C -1.6133 6.0776 0.5892 0.0569
C -2.3684 6.9701 -0.1447 0.0316
C -2.8595 6.6407 -1.4206 0.0315
C -2.6080 5.4106 -1.9944 0.0565
C -1.8450 4.5046 -1.2599 0.0232
C -1.4078 3.1729 -1.5448 0.2753
N -1.7158 2.4895 -2.6651 0.0015
C -1.1895 1.3542 -2.9762 0.0538
N -0.1813 0.6643 -2.3051 0.0917
C 0.0788 -0.5269 -2.9783 0.0671
N 0.9403 -1.4379 -2.6735 0.0003
C 1.7209 -1.3833 -1.5724 0.2864
N 1.5572 -0.5467 -0.4916 -0.0887
C 2.5406 -0.8243 0.4327 0.2702
N 2.7035 -0.2478 1.6412 -0.0046
C 2.0617 0.8064 2.0167 0.0795
N 1.1742 1.5799 1.2735 0.0775
C 2.1961 1.4185 3.3432 0.0303
C 2.9460 1.0464 4.4415 0.0217
C 3.3800 -1.8589 -0.0877 0.0435
C 4.5086 -2.4930 0.4311 0.0562
C 5.0840 -3.4915 -0.3283 0.0327
C 4.5545 -3.8589 -1.5791 0.0346
C 3.4454 -3.2277 -2.1051 0.0597
C 2.8596 -2.2170 -1.3432 0.0564
C -0.8032 -0.5898 -4.1492 0.0276
C -0.9306 -1.5464 -5.1375 0.0231
C -1.8706 -1.3076 -6.1337 0.0138
C -2.6474 -0.1492 -6.1335 0.0118
C -2.5111 0.8108 -5.1371 0.0264
C -1.5771 0.5653 -4.1494 0.0352
N -0.6645 2.7162 -0.4777 -0.0676
H 3.4316 1.5975 6.4538 0.0010
H 2.0159 3.5954 6.4847 0.0010
H 0.6835 4.2458 4.4789 0.0024
H -1.2348 6.3251 1.5713 0.0065
H -2.5910 7.9456 0.2662 0.0028
H -3.4478 7.3710 -1.9594 0.0029
H -2.9855 5.1520 -2.9740 0.0064
H 3.5739 0.1664 4.4157 0.0032
H 4.9076 -2.2101 1.3959 0.0033
H 5.9543 -4.0157 0.0435 0.0029
H 5.0295 -4.6576 -2.1326 0.0027
H 3.0382 -3.5034 -3.0684 0.0032
H -0.3209 -2.4394 -5.1313 0.0023
H -2.0028 -2.0309 -6.9269 0.0011
H -3.3669 0.0032 -6.9265 0.0009
H -3.1062 1.7135 -5.1292 0.0023
N 3.6016 -6.9441 0.3185 0.0007
C 2.9320 -6.0721 0.6495 -0.0008
C 2.1006 -4.9758 1.0721 -0.0020
C 1.0608 -4.5315 0.2664 -0.0017
C 0.3217 -3.4434 0.7039 0.0047
N 0.5633 -2.7960 1.8390 -0.0048
C 1.5559 -3.2413 2.6069 0.0098
C 2.3503 -4.3261 2.2756 -0.0051
H 0.8388 -5.0159 -0.6741 0.0007
H -0.5026 -3.0706 0.1034 0.0034
H 1.7296 -2.6988 3.5288 -0.0007
H 3.1476 -4.6540 2.9276 0.0024
O -2.5946 0.0651 -0.5232 0.0105
B -1.4568 0.1376 0.2380 -0.0483
O -1.5816 -0.4189 1.4781 -0.0147
C -2.8874 -0.8922 1.5036 0.0049
C -3.5359 -1.5568 2.5170 0.0002
C -4.8568 -1.9158 2.2622 0.0013
C -5.4753 -1.6167 1.0505 0.0033
C -4.8032 -0.9457 0.0322 -0.0005
C -3.5005 -0.5981 0.2989 -0.0001
H -3.0417 -1.7846 3.4505 -0.0001
H -5.4159 -2.4402 3.0246 0.0002
H -6.5034 -1.9133 0.8954 0.0002
H -5.2726 -0.7094 -0.9122 -0.0002
```

* net charge: +1
* spin multiplicity: 5
* lowest unoccupied orbital energy (alpha / beta): -0.143 / -0.195 hartree
* electronic energy: -2508.88983 a.u.